This record from OMol25 describes a cluster of 7 separate species, C12H39N11O8 in total at a distorted geometry. The level of theory is the ωB97M-V functional and the def2-TZVPD basis.

Properties
**Net charge**: 0
**Structure (SMILES)**: COCCNCCOC.NC(N)=O.NC(N)=O.NC(N)=O.NC(N)=O.NC(N)=O.CO
**Gap between HOMO and LUMO**: 8.503 eV

Cartesian coordinates (Å):
H (2.942, 2.113, 5.452)
H (5.371, -0.968, 13.324)
H (2.135, 4.210, 6.520)
H (3.643, 2.094, 10.697)
H (0.959, -5.816, 13.961)
H (1.904, -0.905, 11.777)
O (5.846, -6.482, 10.199)
N (1.245, -5.693, 8.300)
H (3.363, 0.384, 10.420)
O (2.888, -4.626, 9.373)
O (1.401, 0.873, 6.001)
H (5.968, -0.314, 10.656)
H (0.531, -5.226, 12.343)
H (4.930, -4.815, 12.600)
N (5.226, -1.958, 13.462)
C (2.314, -0.007, 15.104)
H (3.902, 0.826, 15.532)
N (4.780, -5.447, 11.827)
O (-0.717, -3.307, 13.157)
H (3.031, -7.176, 7.525)
H (3.255, -3.051, 10.572)
H (5.961, 1.265, 11.319)
H (0.191, 0.928, 7.643)
C (1.927, 2.189, 5.841)
C (5.704, -2.840, 14.361)
H (1.902, 0.646, 13.137)
H (1.451, 2.715, 5.014)
H (3.505, 0.752, 13.716)
O (3.288, -2.220, 11.053)
H (6.698, -1.230, 14.886)
H (1.218, -2.326, 11.295)
C (1.930, 3.246, 6.985)
N (6.496, -2.161, 15.222)
H (-0.867, -3.398, 15.434)
O (5.009, 1.246, 9.478)
C (6.044, 0.735, 10.370)
N (2.533, 0.572, 13.923)
H (7.073, -2.596, 15.928)
H (7.737, -6.413, 12.054)
H (-0.529, 1.541, 6.031)
N (2.795, 2.941, 8.112)
H (4.241, -6.467, 8.653)
C (-0.228, -4.167, 13.810)
H (-0.324, -0.144, 6.330)
H (3.730, 3.116, 7.771)
C (2.756, 1.590, 8.663)
C (3.640, 1.318, 9.931)
C (2.003, -1.639, 10.978)
C (5.821, -5.990, 11.340)
N (3.277, 0.097, 15.845)
H (0.968, -6.575, 7.895)
H (6.992, 0.956, 9.881)
H (6.487, -5.541, 13.030)
N (3.348, -6.478, 8.183)
C (2.496, -5.575, 8.682)
H (1.783, 1.191, 8.948)
H (0.244, -4.803, 15.700)
N (6.852, -5.941, 12.177)
N (-0.274, -4.155, 15.124)
H (1.857, -1.410, 9.923)
H (3.090, 0.870, 7.916)
H (3.362, -0.175, 16.814)
O (5.632, -4.038, 14.265)
H (0.915, 3.472, 7.312)
H (4.538, -2.441, 12.902)
C (0.106, 0.830, 6.561)
H (4.013, -5.430, 11.169)
H (0.630, -4.900, 8.420)
O (1.254, -0.547, 15.310)
N (0.477, -5.172, 13.350)

Here are the natural (NBO) charges for atoms 1 to 5, given in e: atom 1 (H): 0.187, atom 2 (H): 0.396, atom 3 (H): 0.211, atom 4 (H): 0.160, atom 5 (H): 0.388

This record from OMol25 describes a cluster of 7 separate species, C12H39N5O8 in total at a distorted geometry. The level of theory is the ωB97M-V functional and the def2-TZVPD basis.

Properties
**Net charge**: 0
**Structure (SMILES)**: COCCNCCOC.NC(N)=O.NC(N)=O.CO.CO.CO.CO
**Gap between HOMO and LUMO**: 9.030 eV

Cartesian coordinates (Å):
H (-1.904, -2.211, 0.010)
C (0.674, 2.896, 3.193)
C (3.250, 2.052, -1.768)
O (4.997, -4.297, 1.072)
H (2.583, 2.301, -2.593)
H (-7.020, 1.641, -2.125)
H (6.648, -4.075, 2.618)
C (-1.394, -1.497, 0.657)
O (-7.416, -2.855, 0.196)
H (5.989, 4.487, -3.645)
C (4.535, 2.858, -2.209)
C (5.410, 5.000, -2.877)
H (-0.976, -1.087, -7.385)
H (5.347, 2.617, -1.524)
H (4.398, 2.094, 0.739)
O (-1.449, -0.226, 0.145)
N (2.717, 2.495, -0.523)
H (-5.983, 3.029, -1.742)
H (-5.824, -4.148, -0.122)
N (-1.352, -0.150, -7.389)
H (3.504, 0.993, -1.732)
H (-6.862, -2.099, -0.011)
C (2.642, 2.752, 1.931)
H (1.166, 2.352, 3.999)
H (5.122, 5.877, -3.456)
O (-2.697, -3.265, 7.193)
H (3.828, -5.815, 3.527)
H (-1.983, -1.399, 1.569)
N (3.789, -5.296, 2.662)
O (4.263, 4.272, -2.626)
H (-5.396, 1.614, -2.692)
C (-6.841, -3.969, -0.472)
H (5.968, 5.042, -1.942)
H (-2.330, 0.061, -4.485)
O (-2.419, 1.594, -6.550)
C (-3.088, -1.919, 6.794)
H (-0.447, -1.942, 0.964)
H (3.087, 2.355, 2.844)
H (1.822, 2.026, -0.509)
N (5.901, -4.619, 3.026)
H (-1.299, -1.054, -5.292)
H (-4.169, -1.796, 6.724)
H (2.935, -5.276, 2.124)
C (3.313, 1.987, 0.724)
H (4.749, 2.393, -3.172)
O (1.208, 2.524, 1.982)
H (-1.179, 0.394, 0.827)
C (-1.934, 0.500, -6.415)
H (-2.686, -1.670, 5.812)
H (-0.358, 2.549, 3.243)
H (2.755, 3.807, 1.680)
H (-4.788, 1.000, -0.604)
H (5.773, -4.813, 4.009)
C (-6.009, 1.945, -1.853)
O (-5.728, 1.179, -0.680)
H (0.717, 3.981, 3.284)
N (-1.906, -0.248, -5.348)
H (-7.441, -4.832, -0.183)
H (-6.856, -3.903, -1.560)
H (-1.316, 0.385, -8.245)
C (4.918, -4.743, 2.188)
H (-3.341, -3.603, 7.819)
H (2.985, 0.947, 0.729)
H (-2.604, -1.192, 7.445)

Here are the natural (NBO) charges for atoms 1 to 5, given in e: atom 1 (H): 0.176, atom 2 (C): -0.238, atom 3 (C): -0.232, atom 4 (O): -0.674, atom 5 (H): 0.212

This record from OMol25 describes a cluster of 8 separate species, C12H40O8 in total at a distorted geometry. The level of theory is the ωB97M-V functional and the def2-TZVPD basis.

Properties
**ΔE to the lowest compared entry with this formula, charge and spin**: 24.9 kcal per mole
**Net charge**: 0
**Structure (SMILES)**: CC(C)O.CC(C)O.CC(C)O.CC(C)O.O.O.O.O
**Gap between HOMO and LUMO**: 10.014 eV

Cartesian coordinates (Å):
H (-1.728, -3.293, -2.352)
H (-5.637, 0.742, 2.671)
O (1.817, -0.370, -4.303)
H (-1.563, -6.948, -1.439)
H (-0.040, -3.678, -2.009)
H (-1.280, 0.829, 7.533)
H (5.533, 2.687, -0.907)
H (6.139, 4.429, -2.523)
C (-0.658, -0.285, 1.082)
H (-3.244, 2.096, 4.947)
C (-1.194, -6.030, -1.885)
H (-2.203, 1.427, 3.657)
H (-4.331, 0.610, 1.899)
C (-0.313, 0.214, 5.038)
O (-1.323, -0.040, -1.276)
H (1.338, -0.908, -0.901)
H (4.630, 4.943, -0.471)
H (3.272, 4.875, -1.584)
H (-0.060, 0.169, 1.865)
H (-4.475, -0.654, -0.512)
H (-3.386, 0.416, -0.405)
H (1.682, 0.321, -4.966)
H (-1.123, -2.722, -0.853)
H (-1.697, -5.759, -2.816)
H (-0.546, 1.406, -0.244)
H (-0.694, -5.027, -0.045)
H (-0.420, -1.357, 1.043)
C (-1.597, 0.810, 5.586)
H (0.371, 0.976, 4.677)
C (4.949, 2.718, -1.837)
H (1.071, 0.543, -1.758)
H (1.794, 0.732, -0.190)
H (2.697, -0.719, -4.487)
O (4.532, 4.192, -3.726)
C (-2.226, 1.836, 4.671)
O (-4.692, 0.907, 2.750)
O (-4.328, 0.258, -0.234)
H (-1.310, -0.212, -3.347)
H (-1.678, 2.776, 4.564)
C (-0.378, 0.323, -0.278)
O (-1.132, -0.839, -4.066)
H (-0.629, -0.503, 4.268)
H (0.168, -0.395, 5.803)
C (-1.389, -4.874, -0.870)
H (-1.728, -0.293, 1.311)
H (-0.190, -0.731, -4.265)
C (-1.020, -3.549, -1.556)
O (-2.716, -4.915, -0.406)
H (-0.144, -6.156, -2.166)
H (4.486, 6.144, -1.794)
C (5.090, 4.124, -2.406)
H (5.015, 3.553, -4.260)
H (-2.308, 0.021, 5.840)
C (1.069, 0.137, -0.738)
H (-1.465, -0.986, -1.414)
H (-3.322, -4.836, -1.149)
H (5.452, 1.986, -2.485)
H (3.979, 2.277, -1.615)
C (4.336, 5.105, -1.507)
O (-1.252, 1.497, 6.842)

Here are the natural (NBO) charges for atoms 1 to 5, given in e: atom 1 (H): 0.213, atom 2 (H): 0.467, atom 3 (O): -0.954, atom 4 (H): 0.220, atom 5 (H): 0.221

This record from OMol25 describes a structure of composition C12H41N8NiO12 at a distorted geometry. The level of theory is the ωB97M-V functional and the def2-TZVPD basis.

Properties
**ΔE to the lowest compared entry with this formula, charge and spin**: 31.9 kcal per mole
**Multiplicity**: 3
**Net charge**: +1
**Gap between HOMO and LUMO (alpha / beta)**: 7.336 / 6.242 eV

Cartesian coordinates (Å):
C (3.620, 1.912, 1.387)
O (-0.838, -0.146, 0.212)
H (-6.705, -0.655, -0.619)
C (1.115, -4.008, 0.915)
H (4.526, -2.189, -0.904)
N (1.554, 3.079, 4.823)
H (2.422, 1.025, -3.387)
H (-2.127, 0.837, 1.069)
H (-5.244, -1.593, -3.100)
N (-2.026, 0.612, 3.329)
O (1.120, -0.785, -0.688)
H (5.761, -2.982, 0.365)
H (-2.784, -1.759, -3.905)
N (5.326, -2.659, 1.218)
H (1.971, 1.740, 0.220)
H (1.519, 0.397, -6.179)
H (-3.101, 3.511, -2.247)
H (4.772, 3.613, 1.157)
C (-5.858, -1.088, -1.150)
N (4.585, 2.739, 1.628)
O (0.964, -0.251, 1.416)
H (2.854, 1.459, -5.573)
O (1.183, 1.056, 4.069)
H (-2.154, -0.167, -3.513)
H (-0.636, 1.027, 5.420)
H (1.286, 3.801, 5.476)
H (2.889, 3.096, -0.106)
C (4.101, -2.219, 1.107)
O (1.616, -0.998, -3.605)
H (0.792, 0.835, -4.021)
H (-0.664, 2.757, 5.849)
C (1.789, 0.395, -4.012)
Ni (2.297, -0.466, 3.003)
C (0.466, -0.449, 0.278)
H (5.665, -2.818, 2.156)
H (1.274, -0.999, -2.708)
N (2.713, 2.343, 0.545)
H (3.057, -1.442, -0.364)
C (-6.111, -1.105, -2.656)
C (0.875, 1.969, 4.742)
H (2.369, 3.296, 4.266)
H (-1.121, -1.431, -3.683)
H (-2.156, 0.425, 4.313)
H (-6.004, -0.108, -3.083)
C (-3.044, 1.278, 2.842)
N (-2.917, 1.285, 1.510)
O (3.405, -1.797, 2.003)
O (-2.378, 3.385, -1.628)
O (-4.066, 1.597, 3.480)
H (-1.341, 0.117, 2.776)
C (-2.098, -1.223, -3.248)
H (5.211, 2.644, 2.414)
H (-3.863, -0.897, -1.049)
H (-1.308, 1.897, -2.715)
H (3.013, -0.316, -5.593)
H (-7.010, -1.532, -3.101)
H (2.029, -4.218, 1.470)
O (-2.094, -1.514, -1.853)
O (3.389, 0.864, 2.010)
C (-1.867, 2.054, -1.793)
C (2.323, 0.515, -5.452)
H (1.006, -4.830, 0.207)
H (-5.889, -2.129, -0.826)
N (-0.217, 1.946, 5.447)
H (0.525, -3.246, 2.501)
N (3.890, -1.973, -0.150)
H (1.285, -3.109, 0.322)
H (-0.944, -0.441, -0.696)
H (-1.931, -2.444, -1.678)
H (-1.134, 1.783, -1.034)
O (0.111, -3.867, 1.896)
H (-2.686, 1.338, -1.721)
H (-3.701, 1.637, 0.980)
O (-4.649, -0.415, -0.782)

Here are the Löwdin charges for atoms 1 to 5, given in e: atom 1 (C): -0.660, atom 2 (O): 0.077, atom 3 (H): 0.111, atom 4 (C): -0.163, atom 5 (H): 0.137